(1)
Here is 2 unconnected molecules or ions with the total composition C4H10N2O from the OMol25 dataset. Energies are from wB97M-V/def2-TZVPD.

Calculated values
Net charge: 0
Orbital gap (eV): 9.241
SMILES string: NCC=O.C=CN
LUMO (eV): 0.95

The geometry in XYZ format:
```
17
Properties=species:S:1:pos:R:3:forces:R:3:nbo_charge:R:1
C 2.37568 0.09090 -0.00462 0.08 0.05 0.11 -0.55
C 2.03377 1.18310 0.68333 -0.08 -0.49 -0.48 0.02
N 1.11991 2.15633 0.30622 0.51 -0.42 0.91 -0.82
H 1.98593 -0.14536 -0.98664 0.00 0.09 -0.04 0.19
H 3.10345 -0.57860 0.43036 -0.07 -0.09 -0.06 0.21
H 2.47743 1.29763 1.66535 -0.12 0.31 0.04 0.19
H 0.86988 2.20443 -0.66468 -0.05 0.18 -0.07 0.39
H 1.26764 3.01033 0.81318 -0.32 0.32 -0.42 0.38
O -1.15882 0.25861 -1.57557 0.23 0.28 0.07 -0.53
C -0.98324 -0.78675 -1.00104 -0.55 0.19 -0.63 0.44
C -1.08335 -0.93179 0.48603 0.27 0.35 0.22 -0.34
N -2.07539 -1.93922 0.82150 0.01 -0.27 0.33 -0.83
H -0.84706 -1.68498 -1.62799 0.20 -0.33 0.37 0.12
H -0.09681 -1.22961 0.85628 -0.08 -0.23 -0.04 0.23
H -1.25579 0.06592 0.90213 -0.13 0.04 -0.09 0.19
H -2.08899 -2.06892 1.82710 0.02 -0.15 -0.12 0.36
H -3.01451 -1.66075 0.56462 0.08 0.17 -0.10 0.36
```
Positions in Å, forces in eV/Å.

---

(2)
Here is a single C4H10N2O molecule from the OMol25 dataset. Energies are from wB97M-V/def2-TZVPD.

Calculated values
Net charge: 0
Orbital gap (eV): 9.951
SMILES string: NC[C@@H](N)CC=O
LUMO (eV): 0.79

The geometry in XYZ format:
```
17
Properties=species:S:1:pos:R:3:forces:R:3:nbo_charge:R:1
N -1.41777 0.05449 0.53732 0.20 0.07 0.19 -0.84
C -0.08444 0.37726 0.03561 -0.02 -0.64 0.32 -0.05
C 0.95878 -0.12375 1.04986 -0.38 -0.35 0.30 -0.51
C 0.79207 0.44904 2.43762 0.37 0.81 -0.36 0.44
O 1.62329 1.17341 2.93298 -0.14 -0.20 0.11 -0.53
C 0.25185 -0.24169 -1.33952 -0.39 0.17 -0.27 -0.24
N -0.92420 -0.37252 -2.22603 0.54 0.08 0.08 -0.84
H -2.11132 0.68209 0.15603 -0.02 -0.11 -0.15 0.37
H -1.66951 -0.88286 0.24466 -0.11 0.07 -0.04 0.36
H 0.00947 1.45411 -0.01739 -0.11 0.37 -0.08 0.19
H 1.96980 0.06639 0.69642 0.11 0.01 0.07 0.22
H 0.81003 -1.20508 1.17755 0.08 -0.03 -0.25 0.21
H -0.14746 0.23578 2.97183 0.00 -0.19 -0.07 0.13
H 1.05654 0.34407 -1.79238 0.08 -0.02 -0.03 0.18
H 0.64182 -1.24748 -1.20263 0.07 -0.14 0.23 0.18
H -0.98549 0.42252 -2.85128 -0.10 -0.02 0.04 0.36
H -0.77347 -1.18577 -2.81066 -0.18 0.10 -0.08 0.36
```
Positions in Å, forces in eV/Å.

---

(3)
Here is a single C4H10N2O2 molecule from the OMol25 dataset. Energies are from wB97M-V/def2-TZVPD.

Calculated values
Net charge: 0
Orbital gap (eV): 10.115
SMILES string: CCN(COC)N=O
LUMO (eV): 0.55

The geometry in XYZ format:
```
18
Properties=species:S:1:pos:R:3:forces:R:3:nbo_charge:R:1
C 1.95312 -1.47714 -0.10557 2.22 -1.45 2.29 -0.64
C 0.59322 -1.01374 -0.40002 -0.97 1.99 -1.77 -0.27
C -0.09522 1.24640 0.68804 -0.70 4.92 0.84 0.07
C -1.87009 1.51072 -0.91805 3.45 -4.18 -1.07 -0.23
H 2.65820 -0.49255 -0.45094 -1.06 -3.55 1.22 0.23
H 1.95162 -1.75150 1.14240 0.55 1.15 -3.59 0.24
H 2.06181 -2.62376 -0.56228 0.50 3.46 0.62 0.24
H 0.60395 -0.47349 -1.42984 -0.43 -0.73 1.80 0.21
H -0.06709 -1.85264 -0.45354 -0.76 -0.31 0.01 0.23
H -0.06953 1.65136 1.76786 0.46 -0.93 -1.71 0.22
H 0.58095 1.78857 0.06526 1.38 -0.03 -0.30 0.18
H -2.02385 0.33326 -0.95750 -0.41 2.25 -0.07 0.15
H -1.11473 1.69951 -1.71899 -0.44 0.01 -0.02 0.14
H -2.67908 2.09998 -1.07069 -2.81 1.27 -0.62 0.19
N 0.08677 -0.10107 0.64539 -1.51 -2.34 0.63 -0.30
N -0.64474 -0.60021 1.68504 1.02 -2.37 -0.03 0.26
O -1.33361 1.87257 0.28081 -0.12 -0.39 1.92 -0.54
O -0.59170 -1.81626 1.79262 -0.40 1.22 -0.15 -0.38
```
Positions in Å, forces in eV/Å.

---

(4)
Here is 2 unconnected molecules or ions with the total composition C4H10N2O2 from the OMol25 dataset. Energies are from wB97M-V/def2-TZVPD.

Calculated values
Net charge: 0
Orbital gap (eV): 10.288
SMILES string: CC(N)=O.CC(N)=O
LUMO (eV): 0.65

The geometry in XYZ format:
```
18
Properties=species:S:1:pos:R:3:forces:R:3:nbo_charge:R:1
O 0.22818 2.57578 -4.67772 0.30 1.92 1.05 -0.64
C 0.55269 3.68753 -4.20712 -1.50 -1.68 -3.37 0.66
N 1.38281 3.81777 -3.20506 1.61 0.11 2.66 -0.80
C 0.15280 5.00013 -4.86143 -0.46 0.30 0.05 -0.71
H 1.64216 4.73549 -2.83486 -0.25 -0.85 -0.21 0.40
H 1.62361 2.97000 -2.68561 0.02 0.66 -0.34 0.41
H -0.84243 4.92034 -5.33021 0.53 -0.09 0.21 0.24
H 0.88547 5.28042 -5.63684 -0.25 -0.21 0.32 0.24
H 0.12096 5.79954 -4.10212 0.00 -0.16 -0.38 0.20
O -2.03111 1.35804 3.92670 -1.83 1.67 -0.54 -0.63
C -0.87407 1.08716 4.10339 0.70 3.18 -2.81 0.66
N -0.61643 0.07612 4.82396 1.43 -4.90 3.86 -0.81
C 0.26494 1.88548 3.47053 -0.10 0.11 -0.48 -0.72
H 0.20179 -0.53734 4.79739 -0.47 0.85 0.16 0.40
H -1.45245 -0.20834 5.34037 0.66 -0.54 -0.41 0.41
H 1.28918 1.70368 3.83723 -0.57 -0.17 0.05 0.21
H 0.03508 2.95806 3.58607 0.04 -0.51 -0.13 0.24
H 0.22478 1.63060 2.39813 0.14 0.32 0.30 0.24
```
Positions in Å, forces in eV/Å.

---

Relative energy (zero: lowest compared OMol25 entry of this formula, charge and spin) list, top to bottom, in kJ/mol: 228.8, 160.3, 647.9, 111.2
Energy list, top to bottom, in hartree: -343.1143, -343.1404, -418.2142, -418.4186